Record 1
C33H29BrN5O6W | ωB97M-V with the def2-TZVPD basis set

Element x y z (Å)
1 W 0.87042 0.51963 -0.19314
2 O 1.43452 -4.28783 -1.25954
3 C 1.46166 -2.98244 -0.99951
4 O 0.70364 -2.59247 -0.01404
5 C 2.35715 -2.17686 -1.68679
6 C 3.23705 -2.77686 -2.62936
7 C 4.24902 -2.05717 -3.18736
8 C 4.36510 -0.70771 -2.84118
9 C 3.44748 -0.16340 -1.96668
10 N 2.44125 -0.84495 -1.36793
11 C 3.42902 1.23020 -1.58152
12 O 4.26418 2.14455 -1.99884
13 O 2.54476 1.56574 -0.80183
14 H 0.80657 -4.71029 -0.65695
15 H 3.08752 -3.81992 -2.86389
16 H 4.94275 -2.51050 -3.88051
17 H 5.14426 -0.09491 -3.27377
18 H 4.94598 1.77434 -2.57555
19 N -1.58280 1.91630 -1.32105
20 C -0.20358 1.76363 -1.69782
21 C 0.41274 2.94361 -2.25811
22 C 1.23247 2.84246 -3.33239
23 C 1.43388 1.57084 -3.93795
24 C 0.90032 0.46763 -3.34736
25 N 0.15351 0.52012 -2.20816
26 C -1.93534 2.11448 -0.01586
27 C -2.95555 3.00707 0.33527
28 C -3.21391 3.23807 1.66322
29 C -2.47482 2.54994 2.61992
30 C -1.54133 1.64162 2.19059
31 N -1.27129 1.40380 0.89890
32 H -2.12349 2.45225 -1.98394
33 H 0.17077 3.90296 -1.81978
34 H 1.68954 3.72273 -3.76389
35 H 1.98783 1.47717 -4.86171
36 H 1.05146 -0.52215 -3.76637
37 H -3.50166 3.53000 -0.43800
38 H -3.96951 3.95144 1.96234
39 H -2.62918 2.70799 3.67675
40 H -0.97473 1.07752 2.91866
41 Br 3.21562 -1.98740 1.60783
42 C 2.46421 -0.59337 2.62221
43 C 2.75007 -0.58785 3.97367
44 C 2.33518 0.48654 4.73905
45 C 1.73006 1.54566 4.09003
46 C 1.48589 1.45990 2.73683
47 N 1.77640 0.37153 1.98265
48 C 0.98526 2.69407 1.99722
49 O 0.73865 3.69465 2.63098
50 O 0.89814 2.52980 0.73109
51 H 3.31055 -1.40571 4.40030
52 H 2.52706 0.51572 5.80254
53 H 1.45146 2.45915 4.59595
54 C -0.98021 -2.02222 2.12141
55 C -1.44486 -2.03978 0.65852
56 C -1.72787 -3.50715 0.27135
57 C -0.27387 -1.49719 -0.23131
58 C -2.77248 -1.34258 0.39259
59 C -3.17438 -1.07005 -0.91285
60 C -4.44185 -0.57705 -1.18383
61 C -5.33672 -0.34822 -0.15309
62 C -4.95697 -0.62821 1.15145
63 C -3.69135 -1.12521 1.41572
64 H -0.00378 -2.50293 2.17898
65 H -1.66052 -2.57998 2.76481
66 H -0.89231 -1.00460 2.49916
67 H -0.90639 -4.15325 0.58389
68 H -1.87930 -3.60947 -0.80520
69 H -2.63644 -3.84454 0.76862
70 H -0.62530 -1.68272 -1.24953
71 H -2.50858 -1.25218 -1.74625
72 H -4.73173 -0.39148 -2.21080
73 H -6.32834 0.03032 -0.36517
74 H -5.65428 -0.47417 1.96508
75 H -3.42869 -1.34867 2.44123

Computed properties:
- E_tot: -4641.04635 hartree
- HOMO (alpha / beta): -9.8 / -10.3 eV
- Gap between HOMO and LUMO (alpha / beta): 6.20 / 6.42 eV
- 2S+1: 3
- Total charge: +1
- LUMO (alpha / beta): -3.61 / -3.86 eV
- Energy relative to the best compared isomer or geometry (same formula, charge and spin): 204.2 kJ/mol

Record 2
C4H14N | ωB97M-V with the def2-TZVPD basis set

Element x y z (Å)
1 C 0.55644 -1.78632 0.47954
2 C 1.68355 -1.25556 -0.38141
3 N -0.79503 -1.75235 -0.24728
4 H 0.67616 -2.82244 0.77683
5 H 0.35264 -1.23345 1.39719
6 H 2.27920 -0.48542 0.08572
7 H 1.31634 -0.78205 -1.29513
8 H -0.68056 -2.02294 -1.22081
9 H -1.35566 -2.45085 0.23102
10 H -1.27906 -0.86747 -0.11177
11 H 2.29054 -2.09077 -0.73401
12 C -0.39097 2.86961 0.32522
13 C -0.90228 1.48034 0.01105
14 H -0.61014 3.60599 -0.45903
15 H -0.82510 3.29609 1.23150
16 H 0.68832 3.00712 0.42018
17 H -1.74147 1.02934 0.53398
18 H -1.20448 1.48692 -1.03408
19 H -0.05844 0.77421 -0.00870

Computed properties:
- E_tot: -215.27986 hartree
- HOMO: -15.1 eV
- Gap between HOMO and LUMO: 11.50 eV
- Total charge: +1
- LUMO: -3.61 eV
- Energy relative to the best compared isomer or geometry (same formula, charge and spin): 76.2 kJ/mol

Record 3
C4H14BFO2Si2 | ωB97M-V with the def2-TZVPD basis set

Element x y z (Å)
1 C -1.54397 -1.57569 -2.14855
2 C -0.07957 -0.92960 -2.08442
3 B 0.82822 -2.00909 -1.31373
4 O 1.24799 -3.23931 -1.89126
5 Si 1.40837 -1.58889 0.54195
6 O 1.47844 0.12328 0.70117
7 Si 0.40184 0.77990 1.86224
8 C -0.60536 2.14885 0.95857
9 C -0.27346 3.50575 1.67290
10 F -0.76701 4.56571 0.92957
11 H -1.74550 -2.03669 -3.13331
12 H -2.27385 -0.77989 -1.88823
13 H -1.60871 -2.33676 -1.33066
14 H 0.28297 -0.75969 -3.12575
15 H -0.10600 0.05655 -1.57305
16 H 1.03710 -3.91446 -1.23673
17 H 2.76743 -2.16069 0.67022
18 H 0.58818 -2.25740 1.56272
19 H 1.20502 1.43905 2.91655
20 H -0.44262 -0.20649 2.53901
21 H -1.69430 1.93115 0.94580
22 H -0.22522 2.21355 -0.08715
23 H 0.82975 3.57296 1.81701
24 H -0.70975 3.45791 2.69511

Computed properties:
- E_tot: -1015.05176 hartree
- HOMO: -9.4 eV
- Gap between HOMO and LUMO: 9.70 eV
- LUMO: 0.30 eV